18
Properties=species:S:1:pos:R:3:forces:R:3:mulliken_charge:R:1 method="wB97M-V/def2-TZVPD" e_homo_ev=-7.6 relative_energy_kj_mol=414.1 total_charge=0 gap_ha=0.299
C -0.6226 -1.9057 -1.1951 0.850 0.000 -0.048 -1.0669
C -0.1241 -0.4829 -1.5000 -1.002 0.812 -1.191 -0.6676
C -0.5511 0.5684 -0.5176 1.223 -0.746 1.070 -0.3773
C 0.1698 0.6868 0.6270 -4.426 2.153 -0.214 0.7892
C 1.1253 -0.2468 1.1044 2.778 0.997 -3.146 -0.9236
C -0.2534 1.8426 1.5184 0.588 -0.127 0.902 -1.4452
H 0.0622 -2.7027 -1.5068 0.142 0.260 -0.125 0.2912
H -1.5496 -2.1094 -1.7254 -0.298 0.073 0.481 0.3085
H -0.6808 -1.9805 -0.1108 -0.659 -0.336 -0.055 0.2922
H 0.9688 -0.4217 -1.6210 -0.002 -0.252 0.249 0.3170
H -0.5148 -0.1510 -2.4724 0.086 -0.349 -0.029 0.3700
H 1.7549 0.5696 -0.1890 0.169 -2.753 3.242 0.2295
H -1.3335 1.3000 -0.6510 -0.048 -0.084 -0.561 0.3848
H 0.9081 -1.2866 0.8971 0.528 -0.017 -0.276 0.1461
H 1.7196 -0.0684 1.9874 -0.026 0.304 -0.013 0.3441
H -0.3385 2.8019 1.0106 0.143 -0.106 -0.137 0.3260
H -1.2122 1.6605 2.0101 -0.007 -0.196 -0.121 0.2924
H 0.4718 1.9259 2.3339 -0.038 0.365 -0.028 0.3896